a) Computed, not measured: a 5-piece molecular cluster, C5H21NO4S overall, with wB97M-V/def2-TZVPD.

Each atom is followed by the atoms it is bonded to, with distances in Å.
CARTESIAN COORDINATES (ANGSTROEM)
1 C 0.02 2.35 0.21  N2 1.438, H8 1.101, H9 1.092, H10 1.090
2 N -0.89 1.34 0.67  C1 1.438, C3 1.455, H11 1.005
3 C -1.52 0.52 -0.36  N2 1.455, C4 1.568, C5 1.542, H12 1.094
4 C -2.55 -0.48 0.27  C3 1.568, H13 1.087, H14 1.083, H15 1.092
5 C -0.56 -0.29 -1.25  C3 1.542, C6 1.536, H16 1.089, H17 1.091
6 C -0.68 0.02 -2.75  C5 1.536, S7 1.828, H18 1.088, H19 1.088
7 S 0.11 -1.31 -3.74  C6 1.828, H20 1.345
8 H 0.89 2.02 -0.39  C1 1.101
9 H 0.48 2.83 1.07  C1 1.092
10 H -0.49 3.11 -0.39  C1 1.090
11 H -0.49 0.74 1.38  N2 1.005
12 H -2.11 1.21 -0.97  C3 1.094
13 H -3.13 -0.03 1.08  C4 1.087
14 H -2.02 -1.40 0.48  C4 1.083
15 H -3.21 -0.69 -0.57  C4 1.092
16 H -0.80 -1.35 -1.22  C5 1.089
17 H 0.47 -0.11 -0.93  C5 1.091
18 H -0.20 0.95 -3.01  C6 1.088
19 H -1.70 -0.06 -3.13  C6 1.088
20 H 1.34 -1.25 -3.20  S7 1.345
21 O -0.90 -1.56 2.62  H22 0.955, H23 0.954
22 H -1.50 -2.06 3.18  O21 0.955
23 H -1.10 -0.64 2.48  O21 0.954
24 O 2.67 -0.39 0.63  H25 0.965, H26 0.951
25 H 1.94 -0.84 1.07  O24 0.965
26 H 3.30 -0.30 1.33  O24 0.951
27 O 1.60 -0.46 3.44  H28 0.960, H29 0.964
28 H 0.74 -0.09 3.24  O27 0.960
29 H 1.34 -1.27 3.90  O27 0.964
30 O 3.15 -0.18 -2.13  H31 0.971, H32 0.971
31 H 3.03 0.51 -1.46  O30 0.971
32 H 2.77 -0.86 -1.55  O30 0.971

The calculation puts the HOMO energy at -8.58 eV. For the HOMO-LUMO gap, the calculation gives 0.3199 hartree.

Calculated atomic charges, method Mulliken, unit e: C -0.7573; N -0.1867; C 0.5140; C -1.9033; C -0.1110; C -0.6783; S -0.2472; H 0.1749; H 0.3730; H 0.3045; H -0.0682; H 0.4021; H 0.3518; H 0.5456; H 0.4217; H 0.4728; H -0.3676; H 0.3353; H 0.3921; H 0.1009; O -0.5939; H 0.2796; H 0.3163; O -0.6214; H 0.3005; H 0.2714; O -0.6366; H 0.2866; H 0.3237; O -0.6240; H 0.2938; H 0.3349


b) Computed, not measured: a 5-piece molecular cluster, C5H21NO4S overall, with wB97M-V/def2-TZVPD.

Each atom is followed by the atoms it is bonded to, with distances in Å.
CARTESIAN COORDINATES (ANGSTROEM)
1 C 1.82 -1.54 -1.84  S2 1.824, H8 1.098, H9 1.079, H10 1.096
2 S 1.96 -1.54 -0.02  C1 1.824, C3 1.868
3 C 0.57 -0.59 0.78  S2 1.868, C4 1.509, H11 1.101, H12 1.094
4 C -0.19 -1.44 1.77  C3 1.509, C5 1.630, H13 1.075, H14 1.094
5 C -1.07 -0.54 2.80  C4 1.630, C6 1.518, N7 1.458, H15 1.096
6 C -0.21 0.57 3.39  C5 1.518, H16 1.109, H17 1.119, H18 1.089
7 N -2.11 0.13 2.04  C5 1.458, H19 1.011, H20 1.003
8 H 2.65 -0.94 -2.22  C1 1.098
9 H 1.59 -2.57 -2.06  C1 1.079
10 H 0.96 -1.06 -2.32  C1 1.096
11 H -0.01 -0.14 -0.03  C3 1.101
12 H 0.96 0.32 1.24  C3 1.094
13 H -0.77 -2.09 1.13  C4 1.075
14 H 0.43 -1.96 2.50  C4 1.094
15 H -1.42 -1.21 3.59  C5 1.096
16 H 0.65 0.02 3.84  C6 1.109
17 H 0.12 1.32 2.63  C6 1.119
18 H -0.67 1.13 4.19  C6 1.089
19 H -1.84 1.02 1.63  N7 1.011
20 H -2.61 -0.41 1.35  N7 1.003
21 O -2.65 -1.16 -1.23  H22 0.961, H23 0.961
22 H -3.58 -0.97 -1.40  O21 0.961
23 H -2.33 -1.73 -1.94  O21 0.961
24 O 2.06 1.03 -3.56  H25 0.967, H26 0.992
25 H 2.74 1.08 -2.88  O24 0.967
26 H 1.43 0.40 -3.12  O24 0.992
27 O 1.32 2.82 -0.59  H28 0.969, H29 0.990
28 H 0.44 3.21 -0.65  O27 0.969
29 H 1.62 3.17 -1.46  O27 0.990
30 O -0.24 1.12 -2.40  H31 0.981, H32 0.963
31 H -1.00 0.55 -2.63  O30 0.981
32 H -0.60 2.01 -2.53  O30 0.963

The calculation puts the HOMO energy at -8.06 eV. For the HOMO-LUMO gap, the calculation gives 0.2944 hartree.

Calculated atomic charges, method Mulliken, unit e: C -0.7161; S -0.1639; C -0.3108; C -0.6396; C 0.2183; C -1.2802; N -0.6433; H 0.2768; H 0.3824; H 0.0928; H 0.2080; H 0.1990; H 0.2433; H 0.4039; H 0.3011; H 0.3061; H 0.2731; H 0.3799; H 0.2318; H 0.2548; O -0.5697; H 0.2843; H 0.2983; O -0.6572; H 0.3153; H 0.3103; O -0.5852; H 0.2799; H 0.3027; O -0.4587; H 0.2356; H 0.2270


Verdict on stability: a) comes out on top.


a) Computed, not measured: one molecule with the formula C22H27N3O4, with wB97M-V/def2-TZVPD.

Each atom is followed by the atoms it is bonded to, with distances in Å.
CARTESIAN COORDINATES (ANGSTROEM)
1 C 4.47 -0.64 2.36  C2 1.522, H30 1.088, H31 1.086, H32 1.087
2 C 4.16 -2.03 1.83  C1 1.522, O3 1.425, H33 1.092, H34 1.095
3 O 2.91 -2.06 1.14  C2 1.425, C4 1.357
4 C 2.95 -1.61 -0.14  O3 1.357, O5 1.210, N6 1.351
5 O 3.96 -1.27 -0.71  C4 1.210
6 N 1.72 -1.60 -0.71  C4 1.351, C7 1.449, C29 1.446
7 C 1.57 -1.11 -2.07  N6 1.449, C8 1.530, H35 1.096, H36 1.091
8 C 0.84 -2.13 -2.94  C7 1.530, C9 1.529, H37 1.091, H38 1.090
9 C -0.48 -2.56 -2.30  C8 1.529, N10 1.449, C28 1.536, H39 1.097
10 N -1.40 -1.45 -2.27  C9 1.449, C11 1.337, H40 1.017
11 C -2.71 -1.59 -2.06  N10 1.337, O12 1.212, C13 1.547
12 O -3.31 -2.64 -2.01  C11 1.212
13 C -3.42 -0.23 -1.82  C11 1.547, N14 1.440, H41 1.092, H42 1.091
14 N -3.30 0.10 -0.42  C13 1.440, C15 1.344, C18 1.379
15 C -4.15 -0.34 0.52  N14 1.344, C16 1.381, H43 1.073
16 C -3.73 0.09 1.76  C15 1.381, C17 1.390, H44 1.072
17 C -2.57 0.82 1.57  C16 1.390, C18 1.397, H45 1.072
18 C -2.29 0.81 0.20  N14 1.379, C17 1.397, C19 1.439
19 C -1.16 1.42 -0.45  C18 1.439, O20 1.231, C21 1.494
20 O -0.84 1.22 -1.62  C19 1.231
21 C -0.33 2.29 0.43  C19 1.494, C22 1.390, C26 1.397
22 C 0.95 1.87 0.76  C21 1.390, C23 1.383, H46 1.080
23 C 1.76 2.64 1.58  C22 1.383, C24 1.384, H47 1.079
24 C 1.29 3.86 2.05  C23 1.384, C25 1.384, H48 1.080
25 C 0.02 4.29 1.69  C24 1.384, C26 1.388, H49 1.081
26 C -0.80 3.53 0.88  C21 1.397, C25 1.388, C27 1.500
27 C -2.16 4.02 0.48  C26 1.500, H50 1.090, H51 1.087, H52 1.088
28 C -0.21 -3.08 -0.88  C9 1.536, C29 1.528, H53 1.091, H54 1.090
29 C 0.50 -2.01 -0.05  N6 1.446, C28 1.528, H55 1.098, H56 1.089
30 H 3.65 -0.28 2.99  C1 1.088
31 H 5.38 -0.66 2.95  C1 1.086
32 H 4.60 0.05 1.53  C1 1.087
33 H 4.04 -2.74 2.65  C2 1.092
34 H 4.95 -2.36 1.16  C2 1.095
35 H 1.03 -0.16 -2.05  C7 1.096
36 H 2.57 -0.92 -2.46  C7 1.091
37 H 1.47 -3.02 -3.07  C8 1.091
38 H 0.66 -1.70 -3.92  C8 1.090
39 H -0.95 -3.36 -2.88  C9 1.097
40 H -1.01 -0.51 -2.23  N10 1.017
41 H -4.47 -0.34 -2.06  C13 1.092
42 H -2.96 0.56 -2.42  C13 1.091
43 H -5.01 -0.92 0.26  C15 1.073
44 H -4.22 -0.11 2.70  C16 1.072
45 H -1.96 1.29 2.32  C17 1.072
46 H 1.32 0.92 0.38  C22 1.080
47 H 2.75 2.30 1.84  C23 1.079
48 H 1.91 4.47 2.68  C24 1.080
49 H -0.33 5.25 2.04  C25 1.081
50 H -2.93 3.53 1.07  C27 1.090
51 H -2.24 5.09 0.66  C27 1.087
52 H -2.35 3.82 -0.57  C27 1.088
53 H 0.41 -3.97 -0.94  C28 1.091
54 H -1.15 -3.34 -0.40  C28 1.090
55 H -0.15 -1.14 0.07  C29 1.098
56 H 0.75 -2.39 0.94  C29 1.089

The calculation puts the HOMO energy at -9.05 eV. For the HOMO-LUMO gap, the calculation gives 0.3334 hartree.

Calculated atomic charges, method Mulliken, unit e: C -1.1096; C -0.3560; O -0.4275; C 0.8029; O -0.6868; N 0.2923; C -0.6357; C -1.1206; C -0.3573; N 0.0530; C 0.7716; O -0.6776; C -1.1152; N 0.1079; C -0.3252; C -1.2640; C -0.3809; C -0.0137; C 1.3320; O -0.8756; C -0.0622; C -0.6715; C -0.6867; C -0.6723; C -0.8504; C 1.1805; C -1.4709; C -1.1840; C 0.1326; H 0.2719; H 0.4412; H 0.2968; H 0.3425; H 0.3316; H 0.0564; H 0.5441; H 0.4664; H 0.3884; H 0.4367; H 0.2562; H 0.5045; H 0.4322; H 0.4773; H 0.4994; H 0.6548; H 0.4475; H 0.4514; H 0.4052; H 0.4083; H 0.2941; H 0.4850; H 0.3052; H 0.4314; H 0.5080; H -0.3764; H 0.5111


b) Computed, not measured: one molecule with the formula C22H27N3O4, with wB97M-V/def2-TZVPD.

Each atom is followed by the atoms it is bonded to, with distances in Å.
CARTESIAN COORDINATES (ANGSTROEM)
1 C 1.44 6.68 -0.60  C2 1.476, H30 1.016, H31 1.163, H32 1.061
2 C 0.70 6.25 0.60  C1 1.476, O3 1.488, H33 1.003, H34 1.078
3 O 1.20 5.03 1.30  C2 1.488, C4 1.307
4 C 0.79 3.95 0.68  O3 1.307, C5 1.509, C27 1.406
5 C -0.05 3.79 -0.56  C4 1.509, C6 1.298, H35 0.946
6 C -0.47 2.59 -0.80  C5 1.298, C7 1.546, C25 1.324
7 C -1.44 2.32 -1.97  C6 1.546, N8 1.179, H36 1.085
8 N -1.68 1.20 -2.25  C7 1.179, N9 1.249
9 N -2.34 0.81 -3.24  N8 1.249, C10 1.261, H37 1.078
10 C -2.87 -0.29 -3.55  N9 1.261, O11 1.242, C12 1.471
11 O -3.57 -0.46 -4.56  C10 1.242
12 C -2.15 -1.29 -2.74  C10 1.471, C13 1.430, C24 1.352
13 C -2.83 -2.42 -2.18  C12 1.430, C14 1.286, H38 1.283
14 C -2.33 -3.30 -1.39  C13 1.286, C15 1.775, H39 1.105
15 C -0.56 -3.42 -1.37  C14 1.775, C16 1.356, C23 1.233
16 C -0.28 -4.38 -0.45  C15 1.356, N17 1.452, H40 0.970, H41 1.132
17 N -0.62 -4.26 0.95  C16 1.452, C18 1.452, C22 1.550
18 C -0.42 -2.89 1.40  N17 1.452, C19 1.489, H42 1.140, H43 1.219
19 C 0.91 -2.74 2.03  C18 1.489, O20 1.246, H44 1.075, H45 0.918
20 O 1.25 -3.67 2.79  C19 1.246, C21 1.383
21 C 1.13 -4.95 2.27  O20 1.383, C22 1.400, H46 1.194, H47 0.982
22 C -0.19 -5.31 2.00  N17 1.550, C21 1.400, H48 1.218, H49 1.281
23 C -0.10 -2.48 -2.02  C15 1.233, C24 1.595, H50 1.006
24 C -0.82 -1.40 -2.94  C12 1.352, C23 1.595, H51 1.065
25 C -0.01 1.55 -0.12  C6 1.324, C26 1.546, H52 1.085
26 C 1.16 1.61 0.89  C25 1.546, C27 1.422, H53 1.060
27 C 1.47 2.92 1.35  C4 1.406, C26 1.422, O28 1.256
28 O 2.18 3.14 2.36  C27 1.256, C29 1.550
29 C 2.90 2.13 3.29  O28 1.550, H54 1.194, H55 1.099, H56 0.952
30 H 2.44 6.74 -0.43  C1 1.016
31 H 1.22 5.85 -1.39  C1 1.163
32 H 1.07 7.63 -0.86  C1 1.061
33 H -0.29 6.33 0.42  C2 1.003
34 H 0.99 6.97 1.35  C2 1.078
35 H -0.46 4.60 -0.83  C5 0.946
36 H -1.69 3.34 -2.25  C7 1.085
37 H -2.76 1.67 -3.74  N9 1.078
38 H -4.06 -2.51 -2.54  C13 1.283
39 H -2.92 -4.19 -1.11  C14 1.105
40 H -0.33 -5.29 -0.77  C16 0.970
41 H 0.85 -4.39 -0.59  C16 1.132
42 H -0.80 -2.03 0.75  C18 1.140
43 H -1.29 -2.76 2.24  C18 1.219
44 H 0.81 -1.81 2.56  C19 1.075
45 H 1.49 -2.53 1.35  C19 0.918
46 H 1.45 -5.70 3.15  C21 1.194
47 H 1.90 -5.00 1.66  C21 0.982
48 H -0.19 -6.27 1.25  C22 1.218
49 H -1.15 -5.19 2.85  C22 1.281
50 H 0.88 -2.29 -1.88  C23 1.006
51 H -0.02 -0.73 -3.17  C24 1.065
52 H -0.17 0.52 -0.40  C25 1.085
53 H 1.57 0.74 1.34  C26 1.060
54 H 3.59 1.57 2.50  C29 1.194
55 H 2.03 1.47 3.37  C29 1.099
56 H 3.42 2.54 3.98  C29 0.952

The calculation puts the HOMO energy at -7.49 eV. For the HOMO-LUMO gap, the calculation gives 0.2967 hartree.

Calculated atomic charges, method Mulliken, unit e: C -1.0692; C -0.6901; O -0.4025; C 0.4397; C -0.8984; C -0.2144; C -0.3844; N -0.0640; N -0.2081; C -0.1583; O -0.6849; C 1.1085; C -0.5843; C -0.3195; C 0.6700; C -1.5257; N 0.0616; C -0.5553; C -0.9836; O -0.3734; C -0.7096; C -0.3903; C -0.5247; C -0.7184; C -0.2530; C -0.8106; C 0.8935; O -0.5525; C -0.7095; H 0.3774; H 0.2658; H 0.3798; H 0.5469; H 0.4415; H 0.8263; H 0.3769; H 0.3294; H 0.0860; H 0.3120; H 1.0067; H 0.3428; H 0.2285; H 0.2139; H 0.2788; H 0.9127; H 0.2339; H 0.5048; H 0.2791; H 0.2785; H 0.4906; H 0.3242; H 0.0552; H 0.6226; H 0.2714; H 0.3239; H 0.3017


Verdict on stability: a) comes out on top.


a) Computed, not measured: a 2-piece molecular cluster, H3NO2S2 overall, with wB97M-V/def2-TZVPD.

Each atom is followed by the atoms it is bonded to, with distances in Å.
CARTESIAN COORDINATES (ANGSTROEM)
1 N -0.12 -0.33 0.01  O3 1.369, H6 1.063, H7 1.063, H8 1.108
2 O -1.28 1.58 0.97  S5 1.499
3 O -1.35 -0.92 -0.04  N1 1.369
4 S -2.83 0.25 2.85  S5 1.872
5 S -2.61 0.91 1.11  O2 1.499, S4 1.872
6 H 0.09 0.05 -0.96  N1 1.063
7 H 0.61 -0.98 0.44  N1 1.063
8 H -0.36 0.68 0.38  N1 1.108

The calculation puts the HOMO energy (alpha / beta) at -9.15 / -9.15 eV. For the HOMO-LUMO gap (alpha / beta), the calculation gives 0.2921 / 0.2921 hartree.

Calculated atomic charges, method Mulliken, unit e: N -0.1963; O -0.5599; O -0.6110; S -0.1536; S 0.5390; H 0.3304; H 0.2967; H 0.3547


b) Computed, not measured: one molecule with the formula H3NO2S2, with wB97M-V/def2-TZVPD.

Each atom is followed by the atoms it is bonded to, with distances in Å.
CARTESIAN COORDINATES (ANGSTROEM)
1 N 1.75 0.18 -0.33  S5 1.805, H6 1.066, H7 1.065
2 O -0.75 -0.38 -0.36  S4 1.672, S5 1.751
3 O 0.07 1.49 1.05  S5 1.447
4 S -2.39 -0.38 -0.04  O2 1.672, H8 1.393
5 S 0.20 1.10 -0.33  N1 1.805, O2 1.751, O3 1.447
6 H 1.54 -0.66 0.29  N1 1.066
7 H 1.80 -0.14 -1.35  N1 1.065
8 H -2.22 -1.21 1.07  S4 1.393

The calculation puts the HOMO energy at -9.35 eV. For the HOMO-LUMO gap, the calculation gives 0.3560 hartree.

Calculated atomic charges, method Mulliken, unit e: N -0.6075; O -0.3292; O -0.4568; S -0.0598; S 0.6653; H 0.3247; H 0.3034; H 0.1599


Verdict on stability: b) comes out on top.